114
Properties=species:S:1:pos:R:3 method="wB97M-V/def2-TZVPD" smiles="NC(N)=O.NC(N)=O.NC(N)=O.OCCO.OCCO.OCCO.OCCO.OCCO.OCCO.OCCO.OCCO.OCCO" orbital_gap_ev=9.911 e_above_lowest_kj_mol=45.6
N -0.8500 -3.9059 0.9510
C -2.0197 -4.1838 1.5349
N -1.9878 -4.9085 2.7321
O -3.0765 -3.7394 1.0312
H 0.0269 -4.1354 1.3964
H -0.8195 -3.2625 0.1834
H -2.9166 -4.9083 3.1266
H -1.2154 -4.6293 3.2778
N 3.9757 0.7784 -2.3505
C 3.5921 2.0146 -2.8657
N 4.2557 3.1291 -2.4383
O 2.5995 2.0918 -3.6349
H 4.6641 0.6701 -1.6898
H 3.3539 -0.0391 -2.4681
H 4.3376 3.9274 -3.0350
H 4.9732 3.0702 -1.7557
N -0.4180 -2.0306 -1.2399
C 0.3892 -0.9583 -1.1795
N -0.2108 0.2360 -1.0003
O 1.6043 -1.1027 -1.3263
H -0.1590 -2.8878 -1.6370
H -1.3348 -1.7753 -1.5936
H -1.2087 0.2129 -0.7538
H 0.2604 1.1195 -0.9832
O 1.6655 0.2126 1.9605
C 2.2630 0.3601 3.2521
C 2.2998 1.9376 3.6709
O 3.1151 2.6591 2.8219
H 1.5029 1.1101 1.6478
H 1.5569 -0.0986 4.0097
H 3.3021 -0.0734 3.2324
H 2.6250 1.9913 4.7336
H 1.2514 2.3222 3.5790
H 4.0270 2.3848 2.9566
O 3.9585 -1.4545 0.1155
C 4.1825 -2.6432 0.9046
C 2.8656 -3.3916 1.2559
O 2.0644 -2.6849 2.2232
H 3.0097 -1.3907 -0.1586
H 4.9281 -3.2720 0.3883
H 4.4840 -2.3316 1.9372
H 3.1145 -4.3356 1.7559
H 2.2328 -3.6818 0.3957
H 1.9058 -1.7516 1.8821
O 4.9392 1.0150 1.1754
C 6.2022 0.3988 0.8221
C 7.1943 1.3582 0.1353
O 6.9165 1.5449 -1.2521
H 4.3351 0.3151 1.0904
H 6.6786 0.0712 1.7361
H 6.0770 -0.4993 0.2600
H 8.1964 0.8704 0.2735
H 7.1665 2.3694 0.5376
H 7.1924 0.8963 -1.8563
O 0.8664 1.0128 -5.7609
C -0.4750 1.2638 -5.5355
C -1.3557 0.0011 -5.1942
O -0.6164 -0.8500 -4.3723
H 1.4487 1.1670 -4.9714
H -0.6193 1.9764 -4.7193
H -0.8650 1.7574 -6.4664
H -1.7651 -0.4684 -6.0880
H -2.1920 0.5093 -4.6452
H 0.2668 -1.0638 -4.7603
O -5.2229 0.1171 1.9656
C -4.9367 -0.9853 1.0051
C -4.3468 -0.4362 -0.2599
O -3.0465 0.0775 -0.1189
H -5.5820 0.9102 1.4900
H -4.1682 -1.5279 1.4005
H -5.8061 -1.5933 0.7888
H -5.0169 0.3811 -0.5724
H -4.4294 -1.1329 -1.1204
H -3.1263 0.8870 0.4668
O -2.5701 0.8840 3.4857
C -1.3755 0.2375 2.8581
C -1.4148 -1.2222 3.0436
O -1.2176 -1.6529 4.4353
H -3.3742 0.4685 3.1260
H -1.2565 0.4229 1.7148
H -0.5705 0.7045 3.4607
H -0.7322 -1.6959 2.4019
H -2.3831 -1.5838 2.6663
H -1.7509 -1.0765 4.9643
O -2.7802 2.4441 1.2786
C -3.5777 3.6376 1.0017
C -4.8994 3.7763 1.7660
O -5.8558 2.7309 1.4683
H -2.6502 2.3495 2.2542
H -2.9398 4.4953 1.3555
H -3.6296 3.6762 -0.0884
H -5.3299 4.7697 1.6038
H -4.7127 3.6780 2.8940
H -6.5622 3.1344 0.9323
O 0.3523 2.5930 1.6163
C 0.7352 3.7538 0.8121
C 1.3113 3.5301 -0.5063
O 0.3005 3.0738 -1.3285
H -0.3713 2.0965 1.2433
H -0.0961 4.4111 0.6331
H 1.4512 4.1670 1.5261
H 2.1790 2.8534 -0.5752
H 1.6566 4.5126 -0.9402
H 0.6527 2.8606 -2.1664
O -2.6470 -2.4610 -3.1271
C -2.9983 -3.8528 -3.1344
C -4.3136 -3.8772 -2.4400
O -5.3411 -3.2575 -3.2319
H -1.9978 -2.1175 -3.7203
H -3.1172 -4.3864 -4.1086
H -2.3125 -4.3681 -2.4886
H -4.1958 -3.4806 -1.4711
H -4.6229 -4.9111 -2.2776
H -5.1227 -2.3122 -3.2373

***

105
Properties=species:S:1:pos:R:3 method="wB97M-V/def2-TZVPD" orbital_gap_ev=9.201 e_above_lowest_kj_mol=0.0 charge=+1
C 1.2453 -2.5879 2.3097
C 0.0961 -1.8749 1.6587
O -1.0563 -1.9949 2.5004
C -2.2349 -1.4512 1.9251
C -3.2242 -2.5501 1.5578
O -4.0858 -2.1216 0.4695
C -3.5040 -2.4181 -0.7554
P -4.2260 -1.4078 -2.0714
C -2.8151 -0.8389 -3.0186
C -2.1640 0.3436 -2.3066
P -0.3622 0.2637 -2.3573
O 0.0640 -0.6880 -1.3394
O 0.1376 -0.1790 -3.7714
C -0.3908 0.3009 -5.0355
C -0.6880 1.7712 -5.1288
O 0.1362 1.7255 -2.1571
C 0.5104 2.1541 -0.8104
C -0.6672 2.2052 0.1236
H 2.1895 -2.3084 1.8535
H 1.1316 -3.6661 2.2139
H 1.2761 -2.3777 3.3736
H -0.1120 -2.2876 0.6669
H 0.3200 -0.8157 1.5375
H -2.6734 -0.7829 2.6603
H -1.9737 -0.8612 1.0437
H -3.8856 -2.7765 2.3839
H -2.6896 -3.4458 1.2551
H -3.6091 -3.4698 -1.0349
H -2.4337 -2.1853 -0.7813
H -5.0648 -2.1380 -2.8972
H -4.9026 -0.3112 -1.5662
H -2.1392 -1.6930 -3.0409
H -3.1184 -0.5877 -4.0275
H -2.3436 0.3076 -1.2336
H -2.5738 1.2888 -2.6400
H -1.2620 -0.2918 -5.2984
H 0.3749 0.0490 -5.7599
H 0.1878 2.3756 -4.9256
H -0.9967 1.9727 -6.1511
H -1.4973 2.0968 -4.4820
H 0.9202 3.1486 -0.9411
H 1.3140 1.5270 -0.4428
H -0.8559 1.2497 0.6062
H -1.5555 2.4726 -0.4392
H -0.5052 2.9547 0.8854
C 3.4961 -4.5957 -0.1835
O 2.2720 -5.3186 -0.3111
H 4.3224 -5.2875 -0.3032
H 3.5683 -3.8224 -0.9525
H 3.5726 -4.1365 0.8040
H 1.5596 -4.6843 -0.1983
C 0.3979 5.5925 1.9739
O -0.9160 5.0253 2.0303
H 1.0861 4.8073 1.6810
H 0.4478 6.3968 1.2358
H 0.7012 5.9790 2.9489
H -1.5328 5.7166 2.2863
C -4.5085 1.2722 1.3972
O -3.8744 1.6619 0.1718
H -3.8074 0.6364 1.9267
H -4.7315 2.1419 2.0160
H -5.4280 0.7106 1.2175
H -4.4914 2.2448 -0.2826
C 3.0348 1.7776 -3.8550
O 3.5723 0.5076 -3.5168
H 3.8227 2.3319 -4.3588
H 2.1871 1.6732 -4.5362
H 2.7219 2.3307 -2.9664
H 2.8879 -0.0052 -3.0742
C -2.5569 -0.4360 5.5174
O -1.1855 -0.7357 5.3325
H -2.6425 0.1212 6.4470
H -2.9534 0.1901 4.7091
H -3.1670 -1.3413 5.6011
H -1.0874 -1.2373 4.5147
C 4.5060 5.1049 1.1972
O 3.3218 4.6689 1.8737
H 4.2720 5.1422 0.1361
H 4.8073 6.0935 1.5388
H 5.3279 4.4034 1.3554
H 3.5229 4.6362 2.8138
C -1.9509 -6.4608 0.0254
O -3.0743 -5.5796 -0.1019
H -1.2898 -6.0220 0.7688
H -2.2602 -7.4457 0.3741
H -1.4120 -6.5656 -0.9157
H -3.6734 -5.9783 -0.7408
C 7.0445 -6.5652 1.4448
O 6.6464 -5.4167 0.7024
H 6.2112 -7.2626 1.4190
H 7.9186 -7.0488 1.0029
H 7.2613 -6.3178 2.4866
H 7.3726 -4.7866 0.7131
C -5.4512 2.2039 -3.1837
O -5.9271 0.8821 -3.4505
H -4.6059 2.1091 -2.5056
H -5.1124 2.7014 -4.0937
H -6.2183 2.8157 -2.7061
H -6.6773 0.9602 -4.0490
C 7.0179 5.3504 3.8143
O 6.6194 6.5714 3.1930
H 6.1284 4.7411 3.9548
H 7.7259 4.8030 3.1872
H 7.4741 5.5474 4.7867
H 7.4134 7.1010 3.0748

***

110
Properties=species:S:1:pos:R:3 method="wB97M-V/def2-TZVPD" orbital_gap_ev="9.172 / 8.505" s_squared=6.0083 spin_multiplicity=5
Fe -15.7306 -0.2061 -14.5371
C -15.2714 -3.7046 -15.1003
C -14.7662 -2.6556 -16.1559
O -15.0807 -1.3474 -15.8697
H -16.2610 -4.0803 -15.4573
H -15.3737 -3.2706 -14.0964
H -14.6152 -4.6077 -15.0157
H -15.1060 -2.8236 -17.1553
H -13.6653 -2.6928 -16.1590
O -12.8579 0.0001 -13.1535
C -13.4136 1.2434 -13.6535
O -14.6242 1.1481 -13.8766
O -12.7259 2.2220 -13.8124
H -11.9053 0.2159 -13.1412
O -14.5420 0.7217 -17.6649
H -13.7729 1.1058 -17.2362
H -14.6408 -0.1619 -17.3006
O -17.4862 -6.9101 -14.3827
H -16.6799 -7.4543 -14.3680
H -17.5854 -6.6131 -15.3156
O -16.8163 1.0998 -15.9852
H -16.7043 2.0276 -15.6900
H -16.1467 1.0104 -16.6858
O -17.1602 -1.3243 -13.7580
H -16.8947 -1.9920 -13.0049
H -18.0403 -1.5874 -14.0698
C -14.9484 -9.4996 -13.3598
O -14.7570 -8.0775 -13.3805
C -14.7291 -7.6144 -12.0265
C -14.8239 -6.0540 -11.9909
N -16.1717 -5.5193 -12.1119
C -17.0963 -5.9914 -11.0384
C -18.1994 -4.9852 -10.8359
O -19.2886 -5.4451 -10.0512
C -20.3500 -4.4967 -9.9596
H -15.0280 -9.8542 -14.3511
H -15.8901 -9.7131 -12.8793
H -14.1138 -9.9958 -12.7954
H -13.8223 -7.8900 -11.5195
H -15.6193 -8.0005 -11.5210
H -14.2182 -5.7477 -12.8736
H -14.3384 -5.6801 -11.0919
H -16.6068 -5.6332 -13.0115
H -16.4796 -6.0199 -10.1400
H -17.4701 -6.9931 -11.3155
H -18.4369 -4.7340 -11.8903
H -17.8093 -4.0604 -10.4201
H -21.0222 -4.7335 -9.1510
H -21.0006 -4.3325 -10.8432
H -19.8077 -3.5746 -9.7040
C -14.6845 -5.6685 -20.1349
O -16.0392 -5.7181 -19.7506
C -16.2616 -4.9381 -18.5676
C -17.6690 -5.1914 -17.9962
N -17.7252 -6.5465 -17.5053
C -19.1161 -6.9981 -17.3942
C -19.5652 -7.6644 -18.6905
O -18.6610 -8.7783 -18.9767
C -19.1259 -9.5124 -20.1114
H -14.5046 -6.2760 -21.0182
H -14.0758 -6.0416 -19.3016
H -14.3379 -4.6435 -20.3840
H -16.1887 -3.8826 -18.8703
H -15.5082 -5.0880 -17.8133
H -18.3301 -5.0292 -18.8640
H -17.8757 -4.4401 -17.2517
H -17.2940 -7.1606 -18.2134
H -19.7730 -6.1919 -17.1404
H -19.1657 -7.7687 -16.6160
H -19.4633 -6.9964 -19.5411
H -20.6329 -7.9099 -18.5541
H -19.1732 -8.8693 -20.9902
H -20.1599 -9.8500 -19.9238
H -18.4883 -10.3776 -20.1937
C -14.2007 -1.8657 -20.0401
O -15.4411 -1.3692 -19.5741
H -13.6179 -2.3178 -19.2160
H -14.2657 -2.5900 -20.8535
H -13.6056 -1.0346 -20.4698
H -15.2783 -0.4689 -19.3734
C -13.3625 -7.3935 -16.3494
O -12.6650 -7.0659 -15.1375
H -14.3659 -7.0404 -16.2569
H -12.7769 -6.9783 -17.1630
H -13.3535 -8.4828 -16.4593
H -13.2837 -7.1592 -14.3977
C -19.4874 -4.0645 -14.2956
O -19.4719 -2.7034 -13.8242
H -20.1231 -4.7375 -13.7112
H -19.8221 -4.1370 -15.3501
H -18.4857 -4.5137 -14.2277
H -20.1704 -2.6630 -13.1737
C -11.4451 -3.1092 -14.1148
O -12.3090 -2.7360 -13.0080
H -11.7443 -4.1030 -14.4824
H -11.4995 -2.4097 -14.9734
H -10.3678 -3.1295 -13.8323
H -12.6514 -1.8656 -13.1902
C -15.1258 -2.1645 -11.4845
O -16.3915 -2.7573 -11.7465
H -15.2708 -1.4801 -10.6258
H -14.4670 -2.9454 -11.1335
H -14.5937 -1.6206 -12.2836
H -16.1329 -3.6960 -12.0316
C -18.4574 -1.4740 -18.0995
O -18.7866 -1.6808 -16.7003
H -19.1803 -1.9697 -18.7725
H -18.4957 -0.4292 -18.4006
H -17.4707 -1.8835 -18.3757
H -18.1849 -1.1483 -16.1448

***

113
Properties=species:S:1:pos:R:3 method="wB97M-V/def2-TZVPD" orbital_gap_ev=9.616
K 0.5172 -0.0131 -0.4107
O -0.1670 -0.8933 -2.8062
H -0.2337 -0.2648 -3.5422
C 4.7091 0.1500 -0.3338
O 5.1512 1.2242 -1.1031
H 3.7110 0.4293 -0.1400
H 4.6429 -0.7810 -0.9595
H 5.2691 -0.0825 0.5940
H 5.8664 0.9456 -1.6411
C 3.6738 -4.2726 0.5197
O 3.0525 -3.0346 0.4375
H 4.4797 -4.3671 1.2731
H 2.9027 -5.0516 0.8692
H 4.0361 -4.5918 -0.4159
H 2.1577 -3.1664 0.1703
C 2.3306 -0.3017 2.9062
O 1.1273 0.3605 2.4518
H 2.3080 -1.3667 2.6114
H 3.1951 0.2447 2.4280
H 2.4435 -0.2608 3.9616
H 1.1781 1.2771 2.8126
C -5.3483 -0.5156 2.3991
O -4.3582 0.1370 1.6823
H -5.5936 -0.0660 3.3048
H -6.2352 -0.4802 1.7518
H -5.0604 -1.5741 2.5742
H -3.5652 -0.4471 1.7354
C -1.0372 1.6301 -6.1929
O -1.0706 1.8393 -4.7803
H -1.9698 1.1145 -6.5701
H -0.9621 2.6241 -6.6838
H -0.2449 1.0081 -6.5425
H -1.8386 1.4083 -4.3188
C 1.1078 3.6204 -1.3887
C 2.3853 2.9980 -1.7635
O 3.3070 3.2829 -0.6869
O 0.5008 3.1134 -0.2310
H 0.3555 3.6179 -2.1655
H 1.3579 4.7111 -1.2089
H 2.7272 3.4294 -2.7630
H 2.3611 1.9358 -1.9192
H 4.0297 2.6912 -0.8116
H 1.1500 3.0536 0.5035
C 3.1088 -1.0801 -3.3014
C 2.9908 -2.4316 -2.7422
O 1.7164 -2.9866 -3.1437
O 2.2278 -0.1466 -2.6775
H 2.9494 -1.0732 -4.4233
H 4.1134 -0.7015 -3.0845
H 3.0596 -2.4342 -1.6628
H 3.7312 -3.0323 -3.2649
H 1.0215 -2.2880 -3.1180
H 1.2583 -0.4119 -2.7860
C -1.1893 -4.8864 -2.9482
C -2.1731 -3.8323 -3.2892
O -1.4732 -2.7778 -4.0418
O -0.2274 -4.4481 -1.9996
H -0.7039 -5.1453 -3.8761
H -1.7776 -5.7127 -2.5807
H -2.4820 -3.3940 -2.2709
H -2.9753 -4.2050 -3.9026
H -0.9645 -2.1482 -3.3793
H 0.6656 -4.3847 -2.4257
C -1.4801 -2.3914 1.9812
C -0.7748 -3.4629 1.1239
O 0.0757 -2.8745 0.1630
O -2.7428 -2.0100 1.3127
H -0.8459 -1.5088 2.0708
H -1.7380 -2.7149 2.9441
H -1.5252 -4.0437 0.5445
H -0.2411 -4.2080 1.7350
H 0.1099 -3.4680 -0.6208
H -2.4877 -1.8289 0.3728
C -2.6877 2.4372 0.3111
C -2.5539 3.0359 1.6789
O -3.1990 2.4011 2.8096
O -1.9806 1.2177 0.2006
H -2.3105 3.1198 -0.4032
H -3.6365 2.2532 -0.0088
H -2.9202 4.0072 1.6657
H -1.5316 3.0342 1.9229
H -3.7042 1.6209 2.4507
H -2.6312 0.5839 0.0170
C -3.6229 -0.6538 -1.6832
C -4.0172 -1.0066 -3.0897
O -3.1075 -0.3690 -3.9890
O -2.4124 -1.2485 -1.3162
H -4.3604 -1.0472 -1.0168
H -3.6821 0.3961 -1.4428
H -5.0108 -0.6759 -3.2796
H -4.1021 -2.0592 -3.1135
H -2.6183 -1.1491 -4.3204
H -1.7118 -0.8120 -1.8571
C -0.3230 0.5398 5.4443
C -1.2831 1.7258 5.6805
O -1.1589 2.7963 4.7386
O -0.7711 -0.3804 4.4399
H -0.1858 -0.0218 6.3191
H 0.6505 0.9490 5.2029
H -1.0421 2.0778 6.6778
H -2.2936 1.3641 5.7152
H -1.9216 2.7529 4.1372
H -0.2244 -0.1806 3.6621
C 2.0221 4.5314 2.9059
C 3.2468 4.5663 3.8066
O 2.7755 4.4084 5.1223
O 1.3129 3.2041 2.9763
H 2.4760 4.6402 1.8846
H 1.3002 5.3607 3.1869
H 3.6195 5.5886 3.5461
H 4.0180 3.8679 3.5373
H 3.5489 4.5839 5.6910
H 0.4584 3.2557 3.4730

***

Number 1: strongest force on any atom 3.366 eV/A. Number 2: strongest force on any atom 1.041 eV/A. Number 3: strongest force on any atom 2.467 eV/A. Number 4: strongest force on any atom 3.485 eV/A.